(1)
C11H18N | ωB97M-V with the def2-TZVPD basis set

Summary:
Strongest force on any atom (eV/Å): 5.93
Net charge: +1
Molar mass (g mol⁻¹): 164.27
Gap between HOMO and LUMO (alpha / beta) (eV): 9.644 / 9.643

CARTESIAN COORDINATES (ANGSTROEM)
C 0.631 -1.179 2.232
C -1.263 1.882 -0.982
C -0.118 -0.677 -2.370
C 1.978 1.030 -0.240
C -0.277 -0.891 1.338
C -1.366 0.735 -0.290
C 0.359 -1.225 -1.298
C 0.841 0.935 0.384
C -2.599 -0.153 -0.239
C 1.294 -2.231 -0.783
C 0.632 1.945 1.571
N -0.202 0.046 0.220
H 0.230 -1.988 2.805
H 1.546 -0.654 2.248
H -0.358 2.377 -0.917
H -2.080 2.210 -1.471
H -0.539 0.310 -2.267
H 0.060 -1.123 -3.320
H 2.109 0.328 -1.034
H 2.761 1.838 0.018
H -1.048 -1.576 1.467
H -2.656 -0.749 0.559
H -2.544 -0.869 -1.085
H -3.554 0.521 -0.244
H 0.883 -2.621 0.038
H 2.187 -1.802 -0.591
H 1.361 -3.025 -1.435
H 0.154 1.368 2.262
H 0.078 2.955 1.348
H 1.501 2.285 2.076

(2)
C11H18N2 | ωB97M-V with the def2-TZVPD basis set

Summary:
<S²>: 2.0073
Strongest force on any atom (eV/Å): 4.61
Molar mass (g mol⁻¹): 178.28
Spin multiplicity: 3
Gap between HOMO and LUMO (alpha / beta) (eV): 7.505 / 7.288

CARTESIAN COORDINATES (ANGSTROEM)
C 1.973 -0.918 0.478
C -0.231 0.367 1.452
C 2.118 0.362 1.084
C 0.992 0.956 1.586
C 0.766 -1.526 0.379
C -0.366 -0.869 0.891
C 3.529 1.057 1.161
C 1.092 2.377 1.979
C -1.683 -1.538 0.828
C -0.591 0.604 -2.506
C -3.413 -1.614 -2.479
N -1.794 -0.050 -2.155
N -2.135 -1.020 -2.884
H 2.865 -1.505 0.252
H -1.013 1.037 1.599
H 0.665 -2.495 0.144
H 3.793 1.170 2.180
H 3.679 2.042 0.596
H 4.143 0.365 0.546
H 0.435 2.510 2.868
H 0.884 3.065 1.219
H 2.123 2.641 2.354
H -1.801 -2.383 0.217
H -2.482 -0.778 0.456
H -2.081 -1.749 1.904
H -0.210 0.163 -3.383
H -0.585 1.629 -2.624
H 0.099 0.329 -1.645
H -3.348 -1.826 -1.352
H -4.267 -0.947 -2.552
H -3.534 -2.515 -3.004

(3)
C11H18N2 | ωB97M-V with the def2-TZVPD basis set

Summary:
<S²>: 2.0082
Strongest force on any atom (eV/Å): 3.78
Net charge: +2
Molar mass (g mol⁻¹): 178.28
Spin multiplicity: 3
Gap between HOMO and LUMO (alpha / beta) (eV): 8.196 / 6.895

CARTESIAN COORDINATES (ANGSTROEM)
C 1.021 0.619 3.856
C 2.228 1.059 3.288
C 0.055 0.037 3.063
C 2.293 1.165 1.930
C 0.206 -0.019 1.653
C -0.701 -0.903 0.813
C 1.566 0.632 -0.240
C 1.378 1.903 -0.947
C -2.610 -0.574 -1.821
C 0.223 -1.963 -1.261
C -1.285 0.088 -1.290
N 1.275 0.557 1.146
N -0.446 -0.805 -0.580
H 0.936 0.593 4.981
H 3.107 1.458 3.636
H -0.750 -0.313 3.685
H 3.002 1.568 1.260
H -0.329 -1.882 1.112
H -1.709 -0.869 1.039
H 2.160 -0.103 -0.779
H 0.926 2.724 -0.388
H 0.749 1.623 -1.957
H 2.451 2.219 -1.132
H -3.164 -1.031 -0.874
H -3.212 0.189 -2.238
H -2.637 -1.343 -2.565
H 0.349 -2.923 -0.631
H -0.397 -2.273 -2.086
H 1.260 -1.718 -1.473
H -1.589 0.908 -0.490
H -0.842 0.651 -2.127

(4)
C11H18N2O2 | ωB97M-V with the def2-TZVPD basis set

Summary:
Strongest force on any atom (eV/Å): 1.19
Molar mass (g mol⁻¹): 210.28
Structure (SMILES): Cc1noc(C)c1C[C@@H](C)C(=O)N(C)C
Gap between HOMO and LUMO (eV): 9.785

CARTESIAN COORDINATES (ANGSTROEM)
C -1.400 -2.614 -0.234
C -2.054 -1.294 -0.051
N -3.336 -1.135 -0.246
O -3.628 0.165 0.002
C -2.506 0.816 0.357
C -1.454 -0.063 0.345
C -0.021 0.189 0.661
H 0.369 -0.647 1.248
H 0.068 1.095 1.263
C 0.838 0.370 -0.609
C 2.280 0.591 -0.158
O 2.724 1.716 -0.016
N 3.040 -0.500 0.116
C 2.659 -1.887 0.042
H 1.645 -2.015 -0.318
H 2.736 -2.346 1.032
H 3.337 -2.420 -0.631
C 4.400 -0.300 0.567
H 5.100 -0.785 -0.118
H 4.534 -0.720 1.567
H 4.598 0.769 0.592
C 0.375 1.578 -1.418
H 0.491 2.485 -0.830
H -0.667 1.465 -1.706
H 0.979 1.679 -2.316
H 0.757 -0.517 -1.242
C -2.603 2.261 0.674
H -3.517 2.454 1.232
H -1.742 2.574 1.258
H -2.635 2.849 -0.243
H -0.777 -2.607 -1.128
H -2.161 -3.380 -0.347
H -0.773 -2.848 0.625

(5)
C11H18N2O4S | ωB97M-V with the def2-TZVPD basis set

Summary:
Strongest force on any atom (eV/Å): 0.63
Molar mass (g mol⁻¹): 274.34
Structure (SMILES): COC(=O)CCCC[C@H]1SC[C@H]2NC(=O)N[C@]21O
Gap between HOMO and LUMO (eV): 9.455

CARTESIAN COORDINATES (ANGSTROEM)
C 2.705 2.644 0.209
H 3.023 2.809 1.240
H 1.620 2.755 0.160
H 3.192 3.350 -0.458
O 3.106 1.347 -0.227
C 2.618 0.312 0.456
O 1.841 0.435 1.371
C 3.160 -1.000 -0.058
H 3.294 -0.917 -1.137
H 4.151 -1.131 0.388
C 2.268 -2.190 0.300
C 0.874 -2.099 -0.342
H 0.875 -1.325 -1.109
H 0.630 -3.039 -0.840
C -0.226 -1.790 0.679
C -1.509 -1.306 0.016
H -1.823 -2.012 -0.759
S -2.860 -1.178 1.235
C -3.860 -0.202 0.071
H -4.397 -0.892 -0.581
C -2.894 0.677 -0.730
N -2.729 2.004 -0.204
C -1.523 2.179 0.430
O -1.176 3.147 1.056
N -0.756 1.085 0.128
C -1.446 0.087 -0.637
O -0.861 -0.067 -1.908
H -0.683 0.807 -2.276
H 0.090 0.893 0.646
H -3.514 2.587 0.026
H -3.215 0.718 -1.779
H -4.572 0.388 0.644
H 0.121 -1.041 1.391
H -0.462 -2.692 1.248
H 2.168 -2.243 1.385
H 2.773 -3.098 -0.032

(6)
C11H18N2OS | ωB97M-V with the def2-TZVPD basis set

Summary:
Strongest force on any atom (eV/Å): 6.41
Molar mass (g mol⁻¹): 226.34
Gap between HOMO and LUMO (eV): 8.870

CARTESIAN COORDINATES (ANGSTROEM)
C 2.521 2.820 -0.776
C 1.024 2.648 -0.573
C 0.640 0.941 1.340
C -0.213 0.033 0.492
C 0.243 -0.900 -0.411
C 1.710 -1.190 -0.740
C 1.347 -3.544 0.825
C -0.706 -1.670 -1.096
C -2.479 -0.560 -0.303
C -4.014 -0.527 -0.138
C -1.594 0.138 0.557
H 2.688 3.400 -1.823
H 3.011 3.421 0.089
H 3.070 1.797 -0.835
H 0.505 3.599 -0.862
H 0.734 1.903 -1.412
H -0.207 2.883 0.986
H 1.635 0.553 1.307
H 0.173 0.940 2.344
H 2.186 -0.200 -0.989
H 1.808 -1.794 -1.560
H 0.247 -3.257 0.681
H 1.713 -4.442 0.077
H 1.433 -3.982 1.824
H -0.304 -2.431 -1.658
H -4.248 -1.513 -0.719
H -4.389 0.385 -0.553
H -4.322 -0.530 0.914
H -3.161 1.333 0.952
N 0.684 2.346 0.833
N -2.000 -1.615 -0.946
O -2.133 1.060 1.541
S 2.398 -2.046 0.632

(7)
C11H18N3O6 | ωB97M-V with the def2-TZVPD basis set

Summary:
Strongest force on any atom (eV/Å): 2.87
Net charge: -1
Molar mass (g mol⁻¹): 288.28
Structure (SMILES): CNC(=O)[C@@H](CCC(=O)[O-])NC(=O)[C@@H](CO)NC(C)=O
Gap between HOMO and LUMO (eV): 7.539

CARTESIAN COORDINATES (ANGSTROEM)
O 2.643 3.140 -2.200
O 0.498 -1.500 4.874
O -1.802 1.181 -0.063
O 0.464 -2.615 -1.007
O -0.829 -2.038 3.200
O -2.990 2.554 -2.216
C 1.556 2.894 -1.733
C 0.272 -1.720 3.657
C -0.857 0.997 -0.813
C -0.069 -2.339 0.031
N -0.724 -3.239 0.775
N 0.709 2.177 -2.486
N 0.103 0.089 -0.546
C 1.140 3.472 -0.378
C -0.929 -4.613 0.384
C 1.442 -1.654 2.664
C -1.644 2.933 -2.306
C 1.229 -0.695 1.493
C -0.665 1.791 -2.148
C 0.009 -0.892 0.560
H -3.095 2.167 -1.325
H -1.010 -2.903 1.714
H 1.057 1.923 -3.364
H 0.856 -0.058 -1.245
H 0.986 2.654 0.351
H 2.017 4.052 -0.039
H 0.289 4.128 -0.386
H 0.004 -5.169 0.278
H -1.520 -4.689 -0.569
H -1.448 -5.128 1.164
H 2.348 -1.348 3.205
H 1.598 -2.675 2.239
H -1.533 3.437 -3.248
H -1.460 3.668 -1.522
H 1.082 0.330 1.848
H 2.153 -0.699 0.880
H -1.006 1.081 -2.917
H -0.875 -0.691 1.192

(8)
C11H18N4O9PS | ωB97M-V with the def2-TZVPD basis set

Summary:
Strongest force on any atom (eV/Å): 5.10
Net charge: +1
Molar mass (g mol⁻¹): 413.32
Gap between HOMO and LUMO (eV): 8.620

CARTESIAN COORDINATES (ANGSTROEM)
N -0.313 1.528 -3.919
C 0.211 0.565 -3.155
N 1.077 -0.471 -3.638
C 1.383 -1.192 -2.443
N 0.673 -0.570 -1.362
P 0.828 -1.203 0.283
S -0.391 -2.703 0.582
N -0.074 0.510 -1.754
H -0.822 2.280 -3.427
H -0.189 1.611 -4.929
H 2.062 -2.096 -2.293
H 0.488 -0.136 1.169
H 2.171 -1.689 0.431
H -0.671 1.105 -1.163
C 5.987 -3.064 -4.400
C 4.490 -3.072 -4.322
O 4.242 -2.866 -2.934
C 5.340 -2.243 -2.420
O 5.392 -1.777 -1.321
O 6.359 -2.220 -3.315
H 6.354 -2.665 -5.346
H 6.421 -4.055 -4.241
H 4.036 -2.253 -4.889
H 4.059 -4.016 -4.658
C -3.642 1.658 1.683
C -4.688 2.271 0.804
O -3.918 3.030 -0.125
C -2.685 2.478 -0.168
O -1.838 2.771 -0.975
O -2.518 1.552 0.809
H -3.935 0.680 2.061
H -3.376 2.298 2.524
H -5.267 1.523 0.256
H -5.374 2.911 1.358
C -1.341 1.187 5.094
C -1.862 0.655 6.396
O -3.256 0.929 6.317
C -3.574 1.025 5.002
O -4.691 1.084 4.578
O -2.457 1.045 4.222
H -0.484 0.623 4.725
H -1.071 2.246 5.152
H -1.719 -0.425 6.494
H -1.416 1.151 7.258

(9)
C11H18O2S | ωB97M-V with the def2-TZVPD basis set

Summary:
Strongest force on any atom (eV/Å): 4.16
Molar mass (g mol⁻¹): 214.33
Gap between HOMO and LUMO (alpha / beta) (eV): 7.038 / 8.783

CARTESIAN COORDINATES (ANGSTROEM)
C -0.380 0.706 1.003
C -5.160 -0.487 -0.006
C 0.780 1.661 1.132
C 1.337 1.406 -1.296
C 0.045 0.526 -1.488
C 1.788 1.116 0.085
C 0.008 -0.213 -0.133
C 1.626 -0.411 0.145
C 2.376 -1.238 -0.879
C 2.116 -1.056 1.457
C -0.739 -1.471 -0.174
O -1.357 0.457 1.677
O -3.297 1.207 -0.521
S -3.472 -0.054 0.221
H -5.771 0.152 -0.530
H -5.580 -1.533 0.284
H 0.427 2.701 0.910
H 1.333 1.655 2.104
H 2.108 1.389 -2.101
H 1.021 2.439 -1.416
H -0.790 1.276 -1.575
H -0.119 -0.214 -2.357
H 2.719 1.362 0.465
H 2.204 -0.786 -1.894
H 2.194 -2.369 -0.975
H 3.376 -0.991 -0.558
H 2.197 -2.131 1.392
H 1.419 -0.974 2.243
H 3.065 -0.637 1.699
H -0.897 -1.939 0.699
H -1.018 -2.016 -1.149
H -3.555 0.470 1.535

(10)
C11H18O3P | ωB97M-V with the def2-TZVPD basis set

Summary:
Strongest force on any atom (eV/Å): 4.36
Net charge: -1
Molar mass (g mol⁻¹): 229.24
Structure (SMILES): CC#C/C=C(\[O-])OP(=O)(C(C)C)C(C)C
Gap between HOMO and LUMO (eV): 6.577

CARTESIAN COORDINATES (ANGSTROEM)
C -1.375 2.621 -3.512
C -0.605 2.362 -2.613
C -0.303 1.948 -0.304
C -2.347 2.790 -4.684
C 2.289 -1.903 2.352
C 0.616 -0.344 3.475
C -1.635 -0.787 0.370
C 0.092 -2.535 -0.368
C 0.298 2.115 -1.525
C 1.696 -0.497 2.350
C -0.275 -1.069 -0.196
O 0.541 1.378 0.781
O -1.438 2.187 0.107
O 2.355 -0.277 -0.183
P 1.138 -0.065 0.546
H -2.000 2.215 -5.496
H -3.284 2.500 -4.329
H -2.395 3.792 -4.892
H 1.581 -2.684 2.432
H 2.894 -2.043 1.498
H 2.934 -1.951 3.236
H -0.130 -1.104 3.455
H 0.159 0.654 3.439
H 1.091 -0.490 4.386
H -1.729 0.279 0.591
H -2.371 -0.951 -0.440
H -1.801 -1.469 1.317
H 0.115 -2.651 -1.435
H -0.688 -3.105 0.089
H 1.028 -2.686 0.102
H 1.336 1.937 -1.748
H 2.366 0.497 2.418
H -0.152 -0.664 -1.219

(11)
C11H19BN8O2STi | ωB97M-V with the def2-TZVPD basis set

Summary:
Strongest force on any atom (eV/Å): 1.23
Molar mass (g mol⁻¹): 386.07
Gap between HOMO and LUMO (alpha / beta) (eV): 6.960 / 7.066

CARTESIAN COORDINATES (ANGSTROEM)
Ti -1.229 -0.620 -0.043
B 2.150 -1.594 -0.056
N 1.085 -2.712 0.139
C 1.305 -4.019 0.279
C 0.133 -4.636 0.688
C -0.780 -3.597 0.792
N -0.201 -2.436 0.462
N 1.683 -0.582 -1.154
C 2.403 -0.158 -2.194
C 1.680 0.798 -2.890
C 0.491 0.901 -2.182
N 0.500 0.078 -1.127
H 3.167 -2.104 -0.446
H 2.301 -1.015 0.994
H 2.283 -4.427 0.086
H -0.028 -5.681 0.882
H -1.822 -3.622 1.068
H 3.382 -0.567 -2.374
H 1.966 1.323 -3.784
H -0.382 1.493 -2.409
N -2.478 1.168 -0.791
N -2.994 0.820 -2.057
C -3.025 -0.568 -2.334
O -3.721 -0.978 -3.228
O -2.225 -1.269 -1.563
H -3.197 1.256 -0.077
H -1.980 2.049 -0.828
H -3.840 1.289 -2.346
S -2.198 -0.255 2.105
C -0.938 0.873 1.681
N 0.356 0.573 2.088
C 1.480 1.453 1.806
C 1.062 2.895 2.028
C -0.188 3.154 1.201
N -1.277 2.241 1.540
H 0.560 -0.406 2.222
H 1.827 1.329 0.774
H 2.300 1.166 2.463
H 1.870 3.561 1.721
H 0.853 3.074 3.085
H 0.060 3.017 0.141
H -0.554 4.173 1.323
H -1.840 2.562 2.318

(12)
C11H19BO3 | ωB97M-V with the def2-TZVPD basis set

Summary:
Strongest force on any atom (eV/Å): 4.62
Molar mass (g mol⁻¹): 210.08
Gap between HOMO and LUMO (eV): 7.376

CARTESIAN COORDINATES (ANGSTROEM)
B -0.422 -1.101 -0.636
C -1.548 -1.584 -1.486
C -2.552 -0.745 -1.927
C -2.892 0.524 -1.369
C -2.224 1.241 -0.370
C -1.027 0.965 0.154
C 2.474 -3.137 0.765
C 0.557 2.060 3.233
C 0.352 1.032 -2.886
C 1.672 -1.811 0.799
C -0.428 1.169 2.531
C 0.698 1.107 -1.474
O 0.470 -1.995 0.100
O -0.397 1.685 1.252
O -0.055 0.270 -0.593
H -1.459 -2.641 -1.893
H -3.141 -1.196 -2.744
H -3.681 1.029 -1.828
H -2.881 1.867 0.305
H 3.496 -3.048 1.282
H 1.773 -3.906 1.295
H 2.773 -3.529 -0.266
H 0.650 1.674 4.342
H 1.597 1.872 2.742
H 0.376 3.196 3.119
H -0.536 1.490 -3.109
H 1.029 1.691 -3.457
H 0.666 0.081 -3.233
H 2.249 -0.960 0.359
H 1.546 -1.403 1.843
H -1.420 1.148 2.918
H -0.193 0.050 2.639
H 0.670 2.142 -1.081
H 1.806 0.766 -1.329

Among the records above, which one has the lowest strongest force on any atom? C11H18N2O4S